{
  "formula": "C14H13BF2I2NOPdSi",
  "method": "wB97M-V/def2-TZVPD",
  "s_squared": 6.04,
  "total_charge": 1,
  "homo_energy_ev": [-9.3, -12.5],
  "gap_ev": [5.9850, 4.7976],
  "multiplicity": 5,
  "species": ["Pd", "I", "C", "C", "C", "I", "C", "C", "C", "C", "N", "C", "C", "O", "H", "H", "H", "H", "C", "Si", "C", "C", "C", "C", "H", "H", "H", "H", "H", "H", "H", "H", "H", "F", "B", "F"],
  "coordinates": [[0.02560, 0.40862, -0.36649], [2.14509, 5.27611, -0.36067], [2.03074, 3.89822, 1.08608], [2.44663, 4.22811, 2.39424], [2.33433, 3.26418, 3.44418], [2.97780, 3.89090, 5.30136], [1.81810, 1.99227, 3.21389], [1.65991, 0.98323, 4.21953], [1.12056, -0.25032, 3.85443], [0.75247, -0.49620, 2.56292], [0.89830, 0.46888, 1.56025], [1.40054, 1.64792, 1.87778], [1.50741, 2.59849, 0.78598], [1.13915, 2.27937, -0.38021], [2.84822, 5.20883, 2.60393], [1.95001, 1.18746, 5.23781], [0.99033, -1.02649, 4.59506], [0.33748, -1.43925, 2.24194], [-1.00930, -3.93344, -1.84105], [-1.43039, -2.45026, -2.88191], [-3.06641, -2.63005, -3.75197], [-0.05649, -1.96857, -4.03907], [-1.70816, -1.01057, -1.69682], [-2.01240, -0.09367, -0.94504], [-0.90580, -4.81170, -2.48219], [-1.79718, -4.14154, -1.11597], [-0.07007, -3.80451, -1.30112], [-3.02370, -3.45416, -4.46724], [-3.32508, -1.72316, -4.29996], [-3.86921, -2.84133, -3.04457], [0.08698, -2.76289, -4.77509], [0.89190, -1.82343, -3.51960], [-0.29582, -1.05291, -4.58149], [-2.39678, 0.92451, 1.31198], [-2.15425, 1.10891, 0.01510], [-2.24050, 2.34842, -0.45602]]
}


{
  "formula": "C3HF2NOS",
  "method": "wB97M-V/def2-TZVPD",
  "total_charge": 0,
  "homo_energy_ev": -9.4,
  "gap_ev": 9.1463,
  "multiplicity": 1,
  "e_above_lowest_kj_mol": 97.5,
  "species": ["F", "C", "N", "O", "C", "S", "C", "F", "H"],
  "coordinates": [[2.23788, 0.54018, 0.14584], [0.99401, 0.16003, -0.05961], [0.68127, -1.21017, -0.33173], [-0.77329, -1.25883, -0.04379], [-1.30489, 0.00012, 0.03029], [-2.87486, 0.44900, 0.00541], [-0.04572, 0.89723, -0.04018], [0.07313, 2.23794, -0.17990], [1.01248, -1.81550, 0.47367]]
}


{
  "formula": "C3H8O2S",
  "method": "wB97M-V/def2-TZVPD",
  "total_charge": 0,
  "homo_energy_ev": -9.5,
  "gap_ev": 10.0310,
  "multiplicity": 1,
  "e_above_lowest_kj_mol": 81.8,
  "species": ["O", "C", "C", "C", "S", "H", "H", "H", "H", "H", "H", "O", "H", "H"],
  "coordinates": [[-0.98174, 1.97274, -0.22550], [-1.02297, 0.79174, -0.00812], [0.15706, -0.14939, -0.01477], [0.14229, -1.10591, -1.20958], [1.35734, -2.45581, -0.95642], [-1.98355, 0.30069, 0.23320], [0.06709, -0.71596, 0.93037], [1.08738, 0.41728, 0.01677], [-0.82458, -1.58874, -1.29341], [0.36545, -0.56740, -2.12681], [2.07645, -2.25986, -2.06739], [-0.93875, 2.85569, 2.79176], [-0.85644, 3.81241, 2.81507], [-0.89857, 2.62013, 1.84919]]
}


{
  "formula": "C9H9Cl2N11PtS",
  "method": "wB97M-V/def2-TZVPD",
  "total_charge": 0,
  "homo_energy_ev": -8.3,
  "gap_ev": 6.7698,
  "multiplicity": 1,
  "e_above_lowest_kj_mol": 197.3,
  "species": ["Pt", "Cl", "C", "Cl", "H", "H", "N", "C", "N", "N", "N", "N", "C", "N", "N", "N", "N", "H", "N", "C", "S", "C", "C", "C", "N", "C", "C", "H", "H", "H", "H", "H", "H"],
  "coordinates": [[0.29344, -0.10122, 0.01262], [-0.98317, -1.04976, -1.82095], [-2.02867, -1.92010, -0.67368], [-1.27173, -1.71333, 0.92309], [-2.04866, -2.98004, -0.93086], [-3.02638, -1.47671, -0.67237], [2.72660, 2.20896, 0.82173], [2.10755, 1.52091, 1.82096], [2.25060, 1.70383, 3.12287], [1.43689, 0.83004, 3.69587], [0.81903, 0.12986, 2.82964], [1.21389, 0.51693, 1.61681], [2.35282, 2.06960, -0.48017], [2.73568, 2.81323, -1.50489], [2.09771, 2.32390, -2.55645], [1.36326, 1.33324, -2.23767], [1.49520, 1.11533, -0.92895], [3.33672, 2.97384, 1.06824], [-5.10507, 4.96267, 1.48782], [-4.26319, 4.77938, 0.41847], [-4.50966, 5.84840, -0.89981], [-3.32517, 3.73447, 0.36290], [-3.08258, 2.84456, 1.44867], [-2.19298, 1.81925, 1.30998], [-1.51894, 1.57526, 0.17686], [-1.69551, 2.42507, -0.85009], [-2.55185, 3.48320, -0.80528], [-5.57827, 5.85262, 1.52504], [-4.85259, 4.56444, 2.37837], [-3.58670, 2.95986, 2.39280], [-1.99564, 1.14338, 2.13230], [-1.11548, 2.22116, -1.74082], [-2.65209, 4.12638, -1.66390]]
}


{
  "formula": "C22H48NO14S",
  "method": "wB97M-V/def2-TZVPD",
  "total_charge": -1,
  "homo_energy_ev": -3.9,
  "gap_ev": 6.1659,
  "multiplicity": 1,
  "e_above_lowest_kj_mol": 1244.8,
  "species": ["N", "H", "H", "H", "H", "S", "O", "O", "O", "O", "O", "C", "O", "C", "C", "C", "H", "H", "H", "H", "H", "H", "H", "H", "O", "C", "O", "C", "C", "C", "H", "H", "H", "H", "H", "H", "H", "H", "O", "C", "O", "C", "C", "C", "H", "H", "H", "H", "H", "H", "H", "H", "O", "C", "O", "C", "C", "C", "H", "H", "H", "H", "H", "H", "H", "H", "C", "C", "O", "C", "H", "H", "H", "H", "H", "H", "C", "C", "O", "C", "H", "H", "H", "H", "H", "H"],
  "coordinates": [[0.74777, 0.01200, -0.22198], [-0.06825, 0.08270, 0.40641], [0.40525, 0.71650, -1.06493], [0.79983, -0.92499, -0.82386], [1.63982, 0.26824, 0.05705], [-1.47453, -0.87035, -1.34280], [-2.43306, -1.86368, -1.47194], [-1.72066, 0.26576, -2.15552], [-1.29638, -0.50221, 0.07471], [-0.22507, -1.47053, -1.69769], [0.39740, 0.58748, 2.87337], [0.01288, 1.79761, 2.86394], [-1.18408, 2.17918, 3.31897], [-2.23544, 1.35401, 3.73980], [-3.36427, 2.33930, 4.27543], [0.90982, 2.87707, 2.34595], [-1.80871, 0.70305, 4.38461], [-2.63366, 0.71295, 3.08941], [-4.28591, 1.84626, 4.36419], [-3.59515, 2.96232, 3.65052], [-2.97987, 2.95045, 5.34734], [0.62558, 3.92207, 2.83963], [0.62187, 2.97569, 1.29996], [1.90605, 2.61229, 2.66120], [1.12190, -3.13853, -0.28149], [0.69740, -3.94713, -1.19710], [0.36798, -5.18777, -1.05857], [0.70317, -5.99993, 0.15038], [0.01561, -7.29259, -0.09326], [0.10331, -3.27855, -2.44824], [0.52175, -5.62730, 1.09780], [1.93588, -6.41842, 0.26932], [0.27195, -8.16540, 0.41236], [0.06920, -7.57419, -1.25119], [-1.19925, -7.17930, 0.08872], [-0.11109, -4.00804, -3.18254], [0.47841, -2.38623, -2.88402], [-0.77148, -2.85554, -2.33205], [-5.10201, -0.26070, 2.98880], [-4.55979, -1.30602, 3.26904], [-3.63145, -2.16417, 2.66826], [-3.34359, -1.63939, 1.31796], [-2.19968, -2.35394, 0.80352], [-5.02295, -2.04131, 4.59832], [-3.09747, -0.56723, 1.29005], [-4.14750, -1.70516, 0.62659], [-1.16256, -2.17243, 1.23522], [-1.95767, -1.94175, -0.27376], [-2.27770, -3.51995, 0.75052], [-4.05048, -1.90653, 5.18454], [-5.09153, -3.00258, 4.32519], [-5.88107, -1.72094, 5.04834], [2.13684, 2.59665, -1.00181], [2.07238, 2.76344, -2.20550], [3.18306, 2.98050, -2.98494], [4.47174, 3.04324, -2.61943], [5.37246, 3.43020, -3.66525], [0.75232, 2.77641, -2.98231], [4.76043, 2.18982, -2.01565], [4.69931, 3.85998, -1.85493], [5.19068, 4.41143, -4.42681], [5.05239, 2.71569, -4.28874], [6.50882, 3.58552, -3.36317], [-0.02461, 3.55408, -2.65162], [0.18635, 1.79866, -2.79084], [0.97746, 2.98756, -4.16904], [-1.03766, 2.70440, 0.73119], [-1.77075, 3.96701, 1.26840], [-2.40241, 4.64363, 0.42869], [-1.56700, 4.32724, 2.73116], [-1.23396, 1.98462, 1.65439], [-0.08813, 2.97577, 0.74958], [-1.48056, 2.45231, -0.18091], [-1.33059, 3.55750, 3.42539], [-2.16197, 4.97416, 3.18671], [-0.70933, 4.80088, 2.51548], [2.42152, -0.20663, -3.94777], [3.51521, -0.76250, -3.04129], [3.20626, -0.90112, -1.83020], [4.99859, -0.74646, -3.43735], [2.97571, 0.68680, -4.45336], [1.53543, -0.08692, -3.43799], [2.15081, -0.76426, -4.86316], [5.17926, 0.35347, -3.71254], [5.32915, -1.62993, -4.14122], [5.69030, -1.19528, -2.56168]]
}


{
  "formula": "C6H17NO3",
  "method": "wB97M-V/def2-TZVPD",
  "total_charge": 0,
  "homo_energy_ev": -9.2,
  "gap_ev": 9.8454,
  "multiplicity": 1,
  "e_above_lowest_kj_mol": 207.3,
  "species": ["C", "C", "C", "C", "C", "N", "C", "O", "H", "H", "H", "H", "H", "H", "H", "H", "H", "H", "H", "H", "H", "O", "H", "H", "O", "H", "H"],
  "coordinates": [[-1.06129, -0.72793, -2.06399], [-0.19656, -1.11694, -0.87384], [-0.44715, -2.61180, -0.53514], [-0.38003, -0.20956, 0.34267], [0.48800, 1.05659, 0.26033], [-0.37535, 2.23526, 0.47344], [1.50322, 1.07779, 1.40770], [1.31789, 0.52793, 2.46394], [-0.80159, -1.18538, -3.02088], [-2.08913, -1.06921, -1.92387], [-1.06962, 0.34474, -2.24558], [0.84343, -1.13412, -1.21339], [-1.51839, -2.79706, -0.64749], [-0.23520, -2.86796, 0.50452], [0.13522, -3.24948, -1.19330], [-0.25816, -0.69915, 1.30756], [-1.42769, 0.09479, 0.36797], [1.05989, 1.16219, -0.65605], [-0.33440, 2.98615, -0.19455], [-0.43395, 2.56393, 1.42340], [2.47253, 1.58661, 1.25077], [2.83751, -1.06598, 0.47123], [2.47824, -1.94859, 0.61208], [3.24276, -0.85484, 1.31959], [-3.32901, 1.19926, -1.41451], [-3.57335, 0.85808, -0.55290], [-2.38479, 1.31743, -1.48731]]
}


{
  "formula": "C2H4INOS",
  "method": "wB97M-V/def2-TZVPD",
  "total_charge": 0,
  "homo_energy_ev": -8.5,
  "gap_ev": 7.2344,
  "multiplicity": 1,
  "e_above_lowest_kj_mol": 115.2,
  "species": ["C", "N", "C", "S", "O", "I", "H", "H", "H", "H"],
  "coordinates": [[-0.33799, -0.26478, 0.68867], [1.09372, -0.40709, 0.58962], [1.78210, -1.27397, -0.08996], [1.23255, -2.62665, -0.69573], [3.17055, -1.28003, -0.20220], [4.31004, 0.38382, 0.06918], [-0.62019, 0.34853, 1.53269], [-0.78364, 0.36301, -0.09662], [-0.76538, -1.24519, 0.82527], [1.59217, 0.44780, 0.74032]]
}


{
  "formula": "C37H65NO10",
  "method": "wB97M-V/def2-TZVPD",
  "total_charge": 0,
  "homo_energy_ev": -8.8,
  "gap_ev": 8.8479,
  "multiplicity": 1,
  "species": ["C", "C", "C", "C", "C", "C", "C", "C", "C", "C", "C", "C", "C", "C", "C", "C", "C", "C", "C", "C", "C", "C", "C", "C", "C", "O", "N", "H", "H", "H", "H", "H", "H", "H", "H", "H", "H", "H", "H", "H", "H", "H", "H", "H", "H", "H", "H", "H", "H", "H", "H", "H", "H", "H", "H", "H", "H", "H", "H", "H", "H", "H", "H", "H", "H", "H", "H", "H", "H", "H", "H", "H", "H", "H", "C", "C", "C", "O", "C", "O", "O", "H", "H", "H", "H", "H", "H", "C", "C", "C", "O", "C", "O", "O", "H", "H", "H", "H", "H", "H", "C", "C", "C", "O", "C", "O", "O", "H", "H", "H", "H", "H", "H"],
  "coordinates": [[-0.92470, -2.49349, 5.71308], [-0.11269, -2.66791, 4.47169], [0.84280, -1.53523, 3.76872], [0.06893, -0.60615, 2.63488], [1.06654, -0.28332, 1.37507], [0.33409, 0.36049, 0.05489], [0.29642, -0.73226, -1.21099], [-0.62178, -1.98542, -0.68717], [-0.98370, -3.10808, -1.82546], [-2.43593, -3.78604, -1.34896], [-2.54328, -5.38955, -1.67580], [-3.89147, -5.93574, -0.85020], [-3.51645, -6.73709, 0.52960], [-4.33992, -6.25557, 1.86241], [-5.94656, -6.01764, 1.64309], [-6.66674, -5.08638, 2.78753], [-6.61655, -3.47315, 2.50150], [-7.22561, -3.00229, 1.05420], [-8.09658, -1.58897, 1.11676], [-7.16615, -0.24577, 1.29446], [-8.12746, 1.04886, 1.73768], [-8.55084, 1.97518, 0.41748], [-0.35244, 0.84765, 3.30418], [-2.02054, 0.91186, 3.35237], [-2.57418, -0.61029, 2.93972], [-3.80945, -1.11583, 3.07296], [-1.29407, -1.21747, 2.39800], [-1.45108, -1.49627, 6.03305], [-1.04644, -3.41969, 6.41840], [-0.21608, -3.72320, 3.92800], [1.74451, -2.09976, 3.26333], [1.30160, -0.81844, 4.58436], [1.83124, 0.54723, 1.76353], [1.71301, -1.20392, 1.01839], [0.85590, 1.36958, -0.28309], [-0.78231, 0.62758, 0.34858], [1.37540, -1.13096, -1.45577], [-0.21484, -0.20247, -2.15065], [-0.13923, -2.53231, 0.22804], [-1.66008, -1.51159, -0.33738], [-0.10548, -3.90514, -1.80636], [-1.13922, -2.60296, -2.86945], [-3.36322, -3.20852, -1.77969], [-2.47267, -3.68583, -0.16124], [-1.60700, -6.02296, -1.36005], [-2.80358, -5.48782, -2.82398], [-4.50489, -4.97032, -0.54874], [-4.61797, -6.55575, -1.56592], [-2.36646, -6.50470, 0.74945], [-3.55291, -7.91768, 0.36381], [-3.76615, -5.34744, 2.33867], [-4.24121, -7.14572, 2.65181], [-6.25211, -5.59375, 0.59617], [-6.46262, -7.09093, 1.72153], [-6.15798, -5.25406, 3.85077], [-7.80433, -5.40649, 2.82796], [-7.28602, -2.95058, 3.33876], [-5.52723, -3.04318, 2.65598], [-7.94612, -3.80717, 0.55425], [-6.31746, -2.78719, 0.34462], [-8.89778, -1.58542, 1.99775], [-8.66488, -1.46468, 0.07626], [-6.37319, -0.35415, 2.14943], [-6.61179, 0.09664, 0.31041], [-9.13556, 0.65462, 2.20638], [-7.56904, 1.73040, 2.54231], [-8.80405, 1.29648, -0.51471], [-9.49826, 2.59312, 0.73082], [-7.67290, 2.74666, 0.19317], [-0.02610, 1.73469, 2.61260], [0.01817, 0.93560, 4.41061], [-2.51268, 1.03169, 4.41602], [-2.38620, 1.63549, 2.48227], [-1.34218, -2.18713, 2.01419], [3.32598, 5.58887, -0.88109], [3.47983, 4.23842, -1.55379], [3.73437, 4.33906, -3.02850], [3.17504, 3.13662, -3.52457], [2.18566, 2.78084, -2.64873], [1.34470, 1.92915, -2.87031], [2.26334, 3.51202, -1.49770], [3.25364, 5.46349, 0.20427], [4.17494, 6.24392, -1.09832], [2.40230, 6.08456, -1.19937], [4.25643, 3.64870, -1.05255], [4.80248, 4.39244, -3.26006], [3.22390, 5.18287, -3.50269], [7.55149, -0.84112, -2.51211], [7.25615, 0.48481, -1.83787], [6.00838, 1.14189, -2.34877], [6.28112, 2.51850, -2.16077], [7.64161, 2.65394, -2.21816], [8.22292, 3.71838, -2.32175], [8.25885, 1.43740, -2.15058], [8.40452, -1.32838, -2.02850], [6.69232, -1.51662, -2.46161], [7.82995, -0.69594, -3.56167], [7.22656, 0.36090, -0.74888], [5.12233, 0.84269, -1.78065], [5.82642, 0.96453, -3.41314], [9.71568, 6.57333, -2.25018], [8.65154, 7.12354, -3.18012], [9.21786, 7.75702, -4.41611], [8.24672, 8.73575, -4.73823], [7.64156, 9.08146, -3.56060], [6.91801, 10.04982, -3.41766], [7.96237, 8.20061, -2.56727], [9.24874, 6.02720, -1.42394], [10.39417, 5.89404, -2.77483], [10.29997, 7.38214, -1.79783], [7.92138, 6.34410, -3.42802], [9.32835, 7.03878, -5.23420], [10.17625, 8.25819, -4.24947]]
}


Let's list DFT total energy in order: -1908.3709; -842.7136; -667.7498; -2388.4665; -2372.6080; -519.2478; -904.4287; -2255.5572 Ha.
Let's list molar mass in order: 648.386; 137.110; 108.162; 569.299; 582.686; 151.206; 217.031; 683.924 g/mol.